{
  "formula": "C33H56N2O21",
  "method": "ωB97M-V/def2-TZVPD",
  "species": ["O", "O", "O", "O", "O", "O", "O", "O", "O", "O", "O", "O", "O", "O", "O", "O", "O", "O", "O", "O", "O", "N", "N", "C", "C", "C", "C", "C", "C", "C", "C", "C", "C", "C", "C", "C", "C", "C", "C", "C", "C", "C", "C", "C", "C", "C", "C", "C", "C", "C", "C", "C", "C", "C", "C", "C", "H", "H", "H", "H", "H", "H", "H", "H", "H", "H", "H", "H", "H", "H", "H", "H", "H", "H", "H", "H", "H", "H", "H", "H", "H", "H", "H", "H", "H", "H", "H", "H", "H", "H", "H", "H", "H", "H", "H", "H", "H", "H", "H", "H", "H", "H", "H", "H", "H", "H", "H", "H", "H", "H", "H", "H"],
  "coordinates": [[3.896720, -3.893920, -35.648260], [6.801690, -13.232020, -34.206070], [6.829530, -7.986090, -25.473250], [6.448250, -10.557550, -36.232880], [6.555980, -10.877030, -28.760910], [4.264810, -7.664790, -30.003670], [1.724670, -4.547750, -35.288520], [2.184960, -16.203910, -28.899610], [4.323410, -10.232870, -37.112870], [6.893510, -6.011660, -24.600590], [5.914510, -11.127750, -38.319730], [4.617380, -13.857080, -34.716010], [4.889000, -12.389370, -33.150170], [10.035010, -4.994060, -34.235560], [8.639690, -7.418530, -24.470880], [7.027800, -5.551020, -37.992280], [6.188870, -8.224840, -35.072920], [8.656700, -4.801100, -32.522610], [5.530070, -1.457860, -38.895020], [10.350890, -3.398920, -32.699550], [2.279290, -3.754070, -37.196070], [5.378820, -14.269040, -28.854140], [7.715970, -3.032320, -39.049220], [5.710320, -9.145110, -32.967710], [7.168540, -11.568390, -38.118100], [0.891590, -4.098220, -37.321720], [7.636630, -9.900940, -28.741740], [3.336360, -13.256930, -34.497380], [5.572950, -13.118240, -34.058720], [5.582860, -6.039160, -25.124110], [1.414700, -16.000460, -30.018250], [4.020250, -14.742090, -28.528310], [8.724100, -3.720670, -38.245310], [5.466260, -10.598610, -37.229110], [7.519680, -7.139410, -24.836400], [6.651710, -0.945700, -39.611640], [8.451450, -5.214980, -37.933520], [6.226750, -4.961990, -37.054680], [9.665980, -4.297420, -33.187080], [4.703990, -7.895920, -31.292070], [2.707770, -3.996010, -35.972230], [6.823050, -12.235790, -28.938600], [4.836800, -6.989950, -33.552590], [3.695190, -16.129620, -28.934550], [3.647960, -12.132150, -33.582940], [5.688850, -7.328510, -25.847500], [5.376590, -12.784550, -29.039800], [9.302970, -6.217740, -34.051210], [7.688300, -10.860710, -36.884490], [8.183200, -5.953600, -33.159300], [5.510590, -8.098500, -33.870620], [0.555790, -4.813160, -36.059510], [7.917630, -1.585190, -39.088930], [5.402930, -9.044730, -31.665720], [4.443020, -6.884830, -32.276930], [5.340070, -1.486730, -37.484950], [6.574360, -1.142390, -40.680950], [3.095690, -12.309280, -32.660050], [9.033550, -3.161370, -37.362400], [6.015860, -10.048350, -33.474860], [7.389280, -12.664040, -28.111510], [6.105830, -5.638200, -36.208380], [7.325010, -12.411780, -29.890000], [4.794820, -7.862350, -25.525290], [8.916760, -6.385110, -35.056660], [5.445420, -14.782300, -29.721450], [0.347920, -3.163930, -37.461840], [8.073090, -1.238910, -38.067150], [6.162400, -2.010430, -36.997500], [7.261270, -8.900010, -28.954730], [5.023140, -12.553080, -30.044590], [5.451270, -5.236320, -25.849520], [8.229510, -9.948540, -37.135780], [3.679730, -14.710700, -27.493340], [2.860390, -13.996070, -33.853010], [8.085590, -9.847670, -27.749930], [6.743130, 0.133250, -39.486770], [4.628340, -6.324130, -34.376980], [0.523350, -5.863490, -36.349080], [4.593940, -12.316960, -28.442370], [9.128870, -5.867970, -38.483790], [1.485250, -15.055680, -30.557250], [3.802620, -11.143060, -34.014080], [6.750870, -4.185430, -36.497580], [-0.384110, -4.558190, -35.569930], [9.830750, -7.075440, -33.634210], [3.330090, -14.066640, -29.033810], [6.382730, -9.128150, -35.333780], [4.972640, -7.806320, -29.370780], [2.706690, -12.872600, -35.299820], [4.790710, -6.036130, -24.375390], [3.804650, -6.086510, -31.928270], [8.795290, -1.395810, -39.706950], [5.681050, -0.503560, -37.160580], [7.070840, -12.601080, -37.783260], [7.983790, -6.696010, -32.386530], [4.366590, -1.667190, -37.029020], [5.359120, -4.631130, -37.625510], [4.192650, -16.356850, -29.877420], [8.360380, -11.490800, -36.301910], [7.248210, -5.828640, -33.705450], [9.593210, -3.650230, -38.899370], [6.792270, -3.092850, -38.645220], [5.618310, -7.442280, -26.929250], [0.633110, -4.735300, -38.167540], [4.156210, -16.743490, -28.160780], [7.879680, -11.510880, -38.942160], [8.768080, -5.404310, -36.907850], [5.500520, -9.862760, -30.967360], [8.334150, -10.284760, -29.486220], [0.435940, -15.737960, -29.616730], [1.398980, -16.867420, -30.678730]],
  "forces_ev_per_angstrom": [[-3.21, 0.02, 0.11], [-4.34, 0.75, 0.66], [-1.74, -2.28, -1.46], [-0.66, 0.10, -0.33], [-0.03, 2.77, 0.21], [0.33, 0.31, -2.46], [-0.40, -0.57, 2.77], [3.27, -0.54, 1.28], [1.50, -0.14, 0.95], [-0.06, 2.23, 1.14], [-1.29, 1.06, -1.71], [1.26, 1.05, -1.63], [5.77, -0.52, 1.29], [-0.72, -1.58, 0.06], [-0.80, 1.01, -0.09], [3.01, -1.18, -2.06], [-2.32, 2.44, 2.47], [-2.10, 0.39, 1.11], [-2.18, -1.23, -1.29], [-1.93, -1.35, -1.63], [-0.23, 0.22, -1.45], [-1.09, -0.24, 0.75], [-0.49, -0.19, 0.30], [0.17, -1.52, -0.61], [3.56, -2.62, 1.14], [-0.94, 1.53, -1.01], [-0.44, -2.02, 0.13], [-0.62, -0.94, 1.17], [2.32, -1.86, -0.53], [0.71, 0.68, -1.20], [-1.12, 0.59, -0.26], [-0.87, 1.73, 0.40], [0.36, 0.23, -1.20], [-2.74, 0.99, 1.05], [5.58, -0.03, 2.90], [0.62, 0.22, 1.26], [-1.15, 0.79, 1.02], [0.56, 0.43, 0.94], [4.48, 4.14, 3.17], [0.05, 1.18, 1.44], [2.95, -0.87, -0.55], [-1.46, 0.10, 0.32], [-1.08, 2.20, -0.82], [-1.31, 0.14, -0.16], [-1.53, 0.92, 0.83], [-4.29, -2.40, -1.63], [0.78, -1.92, -0.94], [0.31, -1.83, -3.11], [0.76, 0.32, -0.62], [-1.44, 0.31, 0.80], [3.79, -2.73, -3.60], [0.46, -0.70, -0.46], [0.26, -0.97, 0.10], [-0.51, -0.67, 0.77], [-1.68, 0.36, 1.69], [3.17, 2.45, 0.08], [-0.72, -0.31, 0.19], [-1.04, 1.42, -0.33], [-0.34, 0.09, 0.54], [0.53, -0.45, 0.64], [-0.04, -0.12, 0.04], [-1.11, -0.64, -0.04], [0.33, -0.15, -0.08], [0.12, -0.81, 0.01], [0.26, -0.92, 0.05], [1.12, 0.62, -0.59], [0.00, 0.05, 0.08], [0.44, 0.44, 0.22], [-0.41, -1.15, 0.11], [-0.21, -0.14, -0.36], [0.01, 0.08, -0.48], [-0.04, 0.37, 0.42], [-0.22, 0.31, 0.14], [0.73, 0.55, 0.39], [-0.76, -0.12, -0.70], [0.19, -0.16, -0.01], [-0.16, 0.26, 0.09], [-0.17, 0.72, 0.31], [0.09, -0.30, 0.77], [0.72, -0.01, 0.82], [-0.95, -0.21, -0.74], [1.41, 0.23, -0.51], [-1.67, 0.32, -0.18], [-0.17, 0.96, -0.51], [0.41, 0.33, 0.19], [1.02, 0.38, -0.49], [-0.49, 0.04, -0.31], [0.17, -1.28, -0.12], [0.20, -0.64, 0.33], [0.58, -0.86, -0.69], [0.40, 0.13, 0.20], [0.15, 0.35, -0.09], [-0.01, 0.47, 0.04], [-0.65, 0.75, 0.42], [0.26, -0.47, -0.52], [0.29, -0.22, -0.05], [-0.02, -0.46, -1.10], [-0.35, 0.10, 0.98], [-0.62, -0.41, -0.49], [-0.49, -0.03, 0.28], [-0.14, 0.67, 0.05], [0.46, -0.36, 0.19], [-0.11, -0.73, -0.03], [0.12, 1.09, -0.31], [0.80, 0.18, -0.26], [-0.74, -0.75, -0.21], [-0.59, 0.20, -0.28], [0.07, 0.18, 0.39], [0.27, -0.15, 0.15], [0.49, 0.69, -0.02], [-0.50, -1.04, 0.12], [-0.14, 0.12, -0.19]],
  "energy_ha": -2979.9809,
  "homo_ev": [-10.253, -10.253],
  "spin_multiplicity": 2,
  "charge": 1,
  "homo_lumo_gap_ev": [6.72, 3.00],
  "s_squared": 0.766,
  "max_force_ev_per_a": 6.9,
  "lumo_ha": [-0.130, -0.267]
}